[1]
A single C2H4N2OS molecule at a distorted geometry, computed with the ωB97M-V functional and the def2-TZVPD basis.

Properties
- lowest unoccupied orbital energy (eV) = -0.056
- SMILES string = N/N=C/OC=S
- maximum force (hartree/bohr) = 0.0310
- ΔE to the lowest compared entry with this formula, charge and spin (eV) = 3.0863
- HOMO-LUMO gap (eV) = 9.00
- charge = 0

The geometry in XYZ format:
```
10
C2H4N2OS (the ωB97M-V functional and the def2-TZVPD basis)
N 2.090 -0.338 0.025
N 0.703 -0.411 -0.204
C 0.095 0.684 -0.151
O -1.254 0.850 -0.071
C -1.994 -0.273 -0.188
S -3.574 -0.182 0.050
H 2.354 -1.230 0.388
H 2.399 0.391 0.640
H 0.589 1.648 0.016
H -1.408 -1.138 -0.506
```

***

[2]
2 unconnected molecules or ions with the total composition C2H4N2OS at a distorted geometry, computed with the ωB97M-V functional and the def2-TZVPD basis.

Properties
- lowest unoccupied orbital energy (eV) = -1.454
- maximum force (hartree/bohr) = 0.2172
- ΔE to the lowest compared entry with this formula, charge and spin (eV) = 7.2764
- HOMO-LUMO gap (eV) = 8.05
- charge = 0

The geometry in XYZ format:
```
10
C2H4N2OS (the ωB97M-V functional and the def2-TZVPD basis)
C 0.451 0.311 1.316
C 0.462 0.787 -0.280
H -1.022 -0.984 2.497
H -0.668 -1.283 0.645
H 1.485 1.331 -0.779
H -1.173 -0.661 -3.162
N 0.258 -0.960 1.426
N -0.516 0.119 -0.981
O 0.894 1.085 2.130
S -0.171 0.255 -2.813
```

***

[3]
2 unconnected molecules or ions with the total composition C2H4N2OS at a distorted geometry, computed with the ωB97M-V functional and the def2-TZVPD basis.

Properties
- lowest unoccupied orbital energy (eV) = 0.559
- maximum force (hartree/bohr) = 0.0662
- ΔE to the lowest compared entry with this formula, charge and spin (eV) = 3.0430
- HOMO-LUMO gap (eV) = 9.12
- charge = 0

The geometry in XYZ format:
```
10
C2H4N2OS (the ωB97M-V functional and the def2-TZVPD basis)
C 1.332 0.306 -1.397
C -0.099 0.191 0.738
N 1.647 -0.873 -1.482
N -0.828 1.263 0.470
O 1.309 1.453 -1.418
S -0.843 -1.339 0.780
H 0.349 -1.951 0.784
H 1.606 -1.603 -0.730
H -0.269 2.165 0.507
H -1.859 1.428 0.291
```

***

[4]
A single C2H4N2OS molecule at a distorted geometry, computed with the ωB97M-V functional and the def2-TZVPD basis.

Properties
- lowest unoccupied orbital energy (eV) = 0.404
- SMILES string = C=NS/C=N\O
- maximum force (hartree/bohr) = 0.0433
- ΔE to the lowest compared entry with this formula, charge and spin (eV) = 4.1252
- HOMO-LUMO gap (eV) = 9.22
- charge = 0

The geometry in XYZ format:
```
10
C2H4N2OS (the ωB97M-V functional and the def2-TZVPD basis)
C 2.019 0.636 0.081
N 0.821 0.365 -0.232
S 0.387 -1.297 -0.031
C -1.366 -1.174 -0.015
N -2.224 -0.217 0.041
O -1.993 1.109 0.006
H 2.409 1.634 -0.100
H 2.736 -0.110 0.498
H -1.760 -2.195 -0.112
H -1.030 1.249 -0.136
```

***

[5]
A single C2H4N2OS molecule at a distorted geometry, computed with the ωB97M-V functional and the def2-TZVPD basis.

Properties
- lowest unoccupied orbital energy (eV) = 0.726
- maximum force (hartree/bohr) = 0.0771
- ΔE to the lowest compared entry with this formula, charge and spin (eV) = 6.0794
- HOMO-LUMO gap (eV) = 9.46
- charge = 0

The geometry in XYZ format:
```
10
C2H4N2OS (the ωB97M-V functional and the def2-TZVPD basis)
C 1.155 0.460 -0.721
C 0.279 -0.526 -0.891
N -0.868 1.431 -0.184
N -1.037 -0.587 1.288
O 0.715 1.665 -0.666
S -1.233 -0.087 -0.243
H 2.141 0.167 -0.944
H 0.528 -1.528 -1.148
H -0.088 -0.956 1.577
H -1.592 -0.039 1.932
```

***

[6]
2 unconnected molecules or ions with the total composition C2H4N2S at a distorted geometry, computed with the ωB97M-V functional and the def2-TZVPD basis.

Properties
- lowest unoccupied orbital energy (eV) = 0.819
- SMILES string = N=C=S.C=N
- maximum force (hartree/bohr) = 0.1154
- ΔE to the lowest compared entry with this formula, charge and spin (eV) = 1.4746
- HOMO-LUMO gap (eV) = 10.20
- charge = 0

The geometry in XYZ format:
```
9
C2H4N2S (the ωB97M-V functional and the def2-TZVPD basis)
N 0.070 -1.955 -0.207
C -0.779 -2.180 0.665
S -1.705 -2.496 1.875
H 0.518 -1.086 -0.221
C 0.037 1.628 -0.519
N 1.025 0.930 -0.550
H -0.924 1.410 -0.905
H -0.220 2.637 0.025
H 1.979 1.113 -0.162
```

***

[7]
A single C2H4N2S molecule at a distorted geometry, computed with the ωB97M-V functional and the def2-TZVPD basis.

Properties
- lowest unoccupied orbital energy (eV) = -0.304
- SMILES string = C=NNC=S
- maximum force (hartree/bohr) = 0.0827
- ΔE to the lowest compared entry with this formula, charge and spin (eV) = 1.7361
- HOMO-LUMO gap (eV) = 8.45
- charge = 0

The geometry in XYZ format:
```
9
C2H4N2S (the ωB97M-V functional and the def2-TZVPD basis)
C -1.469 0.223 -0.233
N -0.521 1.095 -0.388
N 0.687 0.615 -0.207
C 1.061 -0.543 0.423
S 2.546 -1.226 0.552
H -2.475 0.585 -0.463
H -1.463 -0.826 0.092
H 1.370 1.166 -0.768
H 0.264 -1.088 0.992
```

***

[8]
A single C2H4N2S molecule at a distorted geometry, computed with the ωB97M-V functional and the def2-TZVPD basis.

Properties
- lowest unoccupied orbital energy (eV) = 0.953
- SMILES string = C1=NNCS1
- maximum force (hartree/bohr) = 0.1002
- ΔE to the lowest compared entry with this formula, charge and spin (eV) = 3.1538
- HOMO-LUMO gap (eV) = 9.14
- charge = 0

The geometry in XYZ format:
```
9
C2H4N2S (the ωB97M-V functional and the def2-TZVPD basis)
C -1.660 -0.441 0.270
N -1.096 0.719 0.187
N 0.221 0.969 0.039
C 1.328 -0.227 -0.149
S -0.050 -1.599 -0.021
H -2.638 -0.780 0.706
H 0.240 1.865 -0.480
H 1.576 -0.057 -1.218
H 2.079 -0.450 0.668
```